This record from the OMol25 dataset describes a structure of composition C31H29N10NaO3S at a distorted geometry. The level of theory is the ωB97M-V functional and the def2-TZVPD basis.

Each line ends with the Löwdin charge.
CARTESIAN COORDINATES (ANGSTROEM)
Na: 0.343325 0.078007 0.471357  0.1879
N: -2.820980 0.116717 2.034142  0.0173
C: -3.091026 -1.257091 1.583993  -0.2853
C: -3.145934 -1.373264 0.058817  -0.2329
N: -1.812512 -1.374922 -0.499560  -0.0545
C: -1.402128 -2.382873 -1.448664  -0.2344
C: 0.083391 -2.691423 -1.257981  -0.2729
N: 0.874581 -1.529867 -1.621510  0.0133
H: -2.063443 0.103280 2.709184  0.0547
H: -2.430850 0.671884 1.275682  0.0283
H: -4.052069 -1.585377 2.009344  0.0844
H: -2.308985 -1.945930 1.913890  0.0974
H: -3.769982 -0.550879 -0.328439  0.1065
H: -3.641014 -2.313733 -0.200837  0.1005
H: -1.459764 -0.460882 -0.735445  0.0682
H: -1.563405 -2.078770 -2.501454  0.0964
H: -1.985539 -3.291171 -1.268618  0.1053
H: 0.338535 -3.609870 -1.817627  0.0992
H: 0.240107 -2.884105 -0.195821  0.0906
H: 1.016532 -1.493942 -2.624288  0.0682
H: 1.802253 -1.540676 -1.171103  -0.0081
O: -0.655830 1.939193 0.735872  -0.1320
C: -0.188700 3.071559 1.061976  -0.4005
C: -0.517363 4.263246 0.336835  -0.0489
C: -0.037199 5.505106 0.686339  -0.1550
C: 0.813990 5.659589 1.785262  -0.1689
C: 1.176002 4.532605 2.504737  -0.1010
C: 0.716195 3.255224 2.181487  -0.1628
C: 1.187640 2.116446 2.948758  -0.1332
N: 0.851071 0.920849 2.665468  -0.0298
N: 1.354604 -0.123168 3.364837  0.0447
C: 1.022489 -1.293431 2.824158  -0.4779
O: 0.256056 -1.495078 1.842309  -0.0952
C: 1.660192 -2.475664 3.495588  -0.1319
C: 1.804386 -3.650525 2.761934  -0.0201
C: 2.366760 -4.778402 3.338308  -0.0984
C: 2.783122 -4.749868 4.662613  -0.1291
C: 2.648306 -3.578834 5.396960  -0.1146
C: 2.099434 -2.445492 4.814840  -0.0440
H: -1.176100 4.143527 -0.518249  0.0902
H: -0.322924 6.377242 0.103942  0.0777
H: 1.184649 6.641073 2.060488  0.0668
H: 1.850154 4.641193 3.351570  0.0903
H: 1.889397 2.309696 3.777418  0.1051
H: 1.479418 -3.645367 1.730355  0.1022
H: 2.487220 -5.681436 2.750540  0.0898
H: 3.213819 -5.633731 5.120837  0.0816
H: 2.979455 -3.547631 6.429696  0.0843
H: 2.003826 -1.521784 5.369728  0.0948
S: 3.310475 3.612550 -6.457580  0.9301
N: 1.844107 2.907067 -6.322739  -0.2332
C: 1.714617 2.554597 -5.057933  -0.3102
C: 0.551264 1.932837 -4.477870  -0.0950
C: -0.587083 1.632273 -5.229778  -0.0192
C: -1.685499 1.105023 -4.594228  -0.0557
C: -1.609577 0.907146 -3.212267  -0.1247
N: -0.536944 1.153706 -2.493019  0.1623
C: 0.552428 1.642910 -3.096014  -0.1217
C: 1.750732 1.896590 -2.284124  -0.1251
N: 1.744197 1.487395 -1.016581  0.1578
C: 2.790988 1.733838 -0.255109  -0.0860
C: 3.913149 2.438239 -0.704124  -0.0157
C: 3.953130 2.841109 -2.013927  -0.0044
C: 2.863568 2.552835 -2.843666  -0.0926
C: 2.844688 2.889403 -4.244405  -0.3034
N: 3.811806 3.492291 -4.909021  -0.2258
H: -0.569760 1.832526 -6.293703  0.1072
H: -2.590088 0.858181 -5.133889  0.0956
H: -2.469599 0.523908 -2.668461  0.1074
H: 2.753761 1.343925 0.756224  0.1107
H: 4.732838 2.631716 -0.026546  0.1087
H: 4.801116 3.369477 -2.430192  0.1089
O: 5.274207 -2.175493 1.137360  -0.0896
C: 4.361718 -1.777894 0.441205  -0.6384
N: 3.483409 -1.394830 -0.259971  0.0374

Forces on the atoms, in the same order (eV/Å):
0.2 0.2 -0.6
0.1 -0.2 -0.2
-0.1 0.1 0.0
0.1 0.1 0.3
0.0 0.2 -0.2
0.2 0.0 0.1
-0.2 -0.2 -0.1
0.2 -0.1 0.1
0.0 0.0 0.0
0.1 0.1 0.1
0.0 0.0 -0.1
0.0 0.0 0.1
0.0 -0.1 -0.1
0.0 0.0 -0.1
-0.2 0.1 -0.2
-0.1 -0.1 0.0
0.0 0.0 0.0
0.0 0.1 0.0
0.0 0.0 0.0
0.0 0.1 0.0
0.0 0.0 -0.1
-0.6 0.7 -0.3
0.0 0.0 0.1
0.0 -0.1 -0.1
0.1 0.0 0.1
0.0 0.2 -0.1
0.0 -0.1 0.0
-0.1 0.2 -0.3
0.2 -0.2 0.5
-0.4 -0.2 -0.7
0.8 -0.3 0.8
-0.3 0.7 0.1
0.3 -0.8 0.6
-0.1 -0.2 -0.1
0.0 0.1 0.1
0.0 0.0 0.0
0.0 0.0 0.0
0.0 0.0 0.0
0.0 0.0 0.0
0.0 0.0 0.0
0.0 0.0 0.0
0.0 0.0 0.0
0.0 -0.1 0.0
-0.1 0.0 0.0
0.0 0.0 0.0
0.0 0.0 0.0
0.0 0.0 0.0
0.0 0.0 0.0
0.0 0.0 0.0
-0.1 -0.1 0.2
0.3 0.1 0.0
0.2 0.2 -0.1
-0.4 -0.3 0.3
0.2 0.1 0.0
0.0 0.0 0.0
-0.1 0.0 -0.1
0.1 -0.1 0.2
-0.4 0.0 -0.5
0.5 0.2 0.1
-0.1 0.0 0.0
0.1 0.0 0.0
0.0 0.0 0.0
-0.1 0.0 -0.1
-0.1 -0.1 0.5
0.0 0.0 -0.1
-0.1 0.0 -0.4
-0.1 0.0 0.0
0.0 0.0 0.0
0.0 0.0 0.0
0.0 0.0 0.0
0.0 0.0 0.0
0.0 0.0 0.0
0.0 0.0 0.0
0.0 0.0 -0.1
0.1 0.1 0.1

Computed properties:
LUMO (eV): 3.372
Charge: -2
Relative energy (zero: lowest compared OMol25 entry of this formula, charge and spin) (eV): 1.116
HOMO-LUMO gap (eV): 4.51
HOMO energy (eV): -1.1